# 1
DFT (wB97M-V/def2-TZVPD) results for a molecular structure, C34H38N11O2S4Y.

XYZ file:
```
90
C34H38N11O2S4Y wB97M-V/def2-TZVPD
Y 0.83236 -1.03369 -0.22286
C 3.51378 0.61516 -6.36328
C 2.45155 0.19899 -5.37749
C 1.22195 0.84239 -5.31667
C 0.31045 0.47375 -4.33992
C 0.56180 -0.51513 -3.39205
N -0.36784 -0.73700 -2.34723
C -1.62873 -1.03518 -2.70105
C -1.99962 -1.45908 -4.01300
C -3.29971 -1.71310 -4.38491
C -4.35741 -1.59876 -3.48043
C -5.78213 -1.90437 -3.87514
C -4.02263 -1.25684 -2.18178
C -2.71848 -0.98155 -1.78620
N -2.52844 -0.63324 -0.41816
C -3.38202 0.08478 0.33462
C -2.96705 0.00612 1.64476
C -1.81527 -0.78166 1.59434
N -1.54765 -1.15839 0.34457
C 1.81118 -1.19162 -3.46852
C 2.71660 -0.81167 -4.47022
N 2.15689 -2.17830 -2.57109
C 3.33382 -2.89446 -2.49717
C 3.25029 -3.84222 -1.55472
C 1.92087 -3.71423 -0.88183
N 1.22817 -2.69141 -1.61394
H 3.09657 1.25342 -7.14452
H 3.97985 -0.25294 -6.83541
H 4.30395 1.17366 -5.85367
H 0.97913 1.63549 -6.01759
H -0.64422 0.98579 -4.28783
H -1.20791 -1.57895 -4.73884
H -3.50773 -2.03120 -5.40319
H -5.97139 -1.61977 -4.91251
H -6.48921 -1.36126 -3.24428
H -6.00888 -2.97242 -3.78010
H -4.80615 -1.21636 -1.43126
H -4.20011 0.61977 -0.11416
H -3.38709 0.47194 2.51988
H -1.16641 -1.05780 2.40738
H 3.68643 -1.28894 -4.51627
H 4.17167 -2.65309 -3.12795
H 4.03652 -4.50859 -1.23717
H 1.35104 -4.64409 -0.79864
N -0.37627 2.13700 0.96279
C -0.32924 3.59453 0.96130
C -1.58893 4.29549 0.41165
C -1.59998 4.61775 -1.09714
C -2.38831 3.69481 -2.02577
N -2.16834 2.28004 -1.78550
H -0.90720 1.79968 1.75460
H 0.56141 1.77672 1.08528
H 0.52819 3.89600 0.35265
H -0.15425 3.97935 1.97373
H -1.65390 5.24852 0.94350
H -2.47662 3.71083 0.67343
H -0.56196 4.68402 -1.44223
H -2.04007 5.61014 -1.23835
H -2.15651 4.01051 -3.05539
H -3.45852 3.89104 -1.87612
H -1.19767 2.05798 -1.59295
H -2.45720 1.71773 -2.57561
S 2.05191 -3.12140 0.93453
S 2.26919 1.27787 -1.20558
C 3.76159 0.64437 -1.58356
N 4.82191 0.24560 -1.84571
N 1.72380 -2.93621 8.95525
C 1.23435 -2.02479 8.00381
C 0.31086 -2.43851 7.04362
C -0.17007 -1.54339 6.10592
C 0.26123 -0.22446 6.12163
C 1.15124 0.20460 7.09174
C 1.63143 -0.69019 8.03497
S -0.31204 0.88125 4.84631
O -1.74023 0.67208 4.76843
O 0.14548 2.20432 5.21800
N 0.29256 0.34942 3.48467
C 1.56066 0.47239 3.07948
S 2.89017 1.16142 4.03810
C 4.00295 0.76781 2.77181
C 3.34473 0.19917 1.74942
N 1.98047 0.04985 1.89649
H 1.70016 -3.89260 8.63918
H 2.63448 -2.69355 9.31068
H -0.02092 -3.47123 7.03266
H -0.87373 -1.85623 5.34443
H 1.46053 1.24182 7.09263
H 2.33270 -0.35849 8.79362
H 5.05512 0.98173 2.86070
H 3.81603 -0.14877 0.84238
```

Calculated values
- ΔE to the lowest compared entry with this formula, charge and spin (kJ/mol) = 165.54
- net charge = -2
- spin multiplicity = 1
- highest occupied orbital energy (eV) = -0.645

Here are the Mulliken charges for atoms 1 to 8, given in e:
1 Y 0.32
2 C -1.62
3 C 0.64
4 C -1.18
5 C 0.30
6 C -0.37
7 N 1.43
8 C -0.09


# 2
DFT (wB97M-V/def2-TZVPD) results for a molecular structure, C34H39AsBMnN6O3SSe2.

XYZ file:
```
88
C34H39AsBMnN6O3SSe2 wB97M-V/def2-TZVPD
Mn -13.99295 -7.35761 -12.92655
C -15.23868 -9.07473 -17.04190
C -14.25349 -8.65111 -16.10876
N -14.82102 -8.41284 -14.93147
N -16.11383 -8.75284 -15.06044
C -16.44035 -9.16040 -16.34357
B -16.95587 -8.72824 -13.81523
N -17.10703 -7.26903 -13.36016
C -18.27988 -6.68116 -12.96316
C -17.96711 -5.41078 -12.51282
C -16.57561 -5.32218 -12.52519
N -16.08298 -6.42839 -13.07704
N -16.29849 -9.55875 -12.73044
C -16.67358 -10.73899 -12.24107
C -15.83791 -11.00931 -11.15613
C -15.01480 -9.91470 -11.06203
N -15.25166 -9.05076 -12.03509
H -14.98835 -9.18850 -18.13612
H -13.21605 -8.39191 -16.29893
H -17.39644 -9.42697 -16.72063
H -18.00684 -9.21806 -14.02923
H -19.26757 -7.12233 -13.05972
H -18.61330 -4.63675 -12.18691
H -15.92558 -4.54772 -12.15794
H -17.55456 -11.26110 -12.64465
H -15.79791 -11.91066 -10.60965
H -14.25639 -9.77222 -10.27918
O -8.83210 -6.42532 -13.21508
C -9.80962 -5.43695 -13.12515
C -10.65368 -5.39616 -14.37471
C -9.82743 -4.74550 -15.51155
O -9.70252 -3.32308 -15.42330
C -11.04803 -6.83331 -14.83493
Se -11.70183 -8.27825 -13.60918
C -11.90188 -4.47135 -14.14345
Se -13.09358 -4.81132 -12.61810
H -9.28231 -7.29311 -13.13207
H -9.26272 -4.52816 -12.94322
H -10.51617 -5.67294 -12.33115
H -10.26250 -5.05765 -16.47543
H -8.83156 -5.12531 -15.35021
H -10.46281 -2.87296 -15.79697
H -10.30128 -7.30303 -15.42725
H -11.94952 -6.56863 -15.46289
H -12.49389 -4.37466 -15.05262
H -11.58063 -3.43029 -13.93489
C -17.26840 -2.33110 -8.38383
C -17.32146 -3.53671 -7.68864
C -16.54821 -4.62160 -8.08073
C -15.62156 -4.48813 -9.10761
C -15.48278 -3.22478 -9.75886
C -16.38835 -2.21194 -9.42454
As -14.56365 -6.00072 -9.66779
C -15.01135 -7.26701 -8.29189
C -15.90768 -8.32815 -8.35687
C -16.06688 -9.24702 -7.33210
C -15.24545 -9.12746 -6.20814
C -14.34481 -8.08469 -6.10416
C -14.17022 -7.14081 -7.15743
C -13.02114 -6.18859 -7.34819
C -12.02452 -5.98066 -6.43733
C -10.90700 -5.25580 -6.79301
C -10.81460 -4.66429 -8.08702
C -11.84934 -4.78995 -8.97415
C -12.95358 -5.57420 -8.64218
H -17.92435 -1.52281 -8.12921
H -18.01633 -3.70211 -6.85189
H -16.60717 -5.53048 -7.53911
H -14.68093 -3.02933 -10.54251
H -16.29241 -1.25854 -9.89297
H -16.49874 -8.45233 -9.30079
H -16.71688 -10.13860 -7.45605
H -15.27475 -9.86651 -5.43107
H -13.74692 -8.04316 -5.19590
H -12.03044 -6.37215 -5.46466
H -10.13201 -5.02043 -6.09252
H -9.93948 -4.09546 -8.37009
H -11.85653 -4.35128 -9.97236
C -11.40899 -9.73721 -8.56381
S -11.62970 -8.95458 -10.21815
C -10.21124 -7.94826 -10.20553
O -12.78632 -8.02776 -10.10387
H -11.18664 -8.98428 -7.81473
H -10.63033 -10.49550 -8.68005
H -12.30570 -10.22855 -8.31351
H -9.31893 -8.55395 -10.32398
H -10.23274 -7.36496 -9.27273
H -10.37939 -7.28350 -11.09619
```

Calculated values
- ΔE to the lowest compared entry with this formula, charge and spin (kJ/mol) = 24.66
- net charge = -1
- expectation value of S² = 8.75
- spin multiplicity = 6
- highest occupied orbital energy (alpha / beta) (eV) = -3.645 / -4.059

Here are the Mulliken charges for atoms 1 to 8, given in e:
1 Mn 1.22
2 C -0.93
3 C -0.13
4 N -0.09
5 N 0.16
6 C -0.32
7 B 0.01
8 N 0.22


# 3
DFT (wB97M-V/def2-TZVPD) results for a molecular structure, C34H39BF4N2O2RuS2SiTe.

XYZ file:
```
87
C34H39BF4N2O2RuS2SiTe wB97M-V/def2-TZVPD
Ru 0.23191 0.43736 0.39855
C 1.65102 -1.23765 2.63990
C 2.00544 -0.01046 1.83446
N 2.24425 -0.17890 0.54223
N 3.17828 0.64413 -0.05645
C 2.75336 1.29716 -1.06365
S 1.07884 1.32788 -1.51303
S 3.89171 2.29141 -1.99777
C 3.91688 3.76437 -0.89877
C 2.93258 4.82743 -1.29598
C 1.58078 4.69172 -0.98017
C 0.66949 5.65725 -1.37702
C 1.09511 6.77462 -2.08522
C 2.43856 6.92061 -2.39609
C 3.35001 5.94905 -2.00361
C 2.37017 1.26108 2.48996
C 3.36053 1.34698 3.46172
C 3.75093 2.57623 3.96512
C 3.12920 3.72833 3.48417
C 2.12565 3.66016 2.53752
C 1.70950 2.41609 2.02719
O 0.70160 2.33593 1.18347
H 2.54053 -1.87111 2.71764
H 1.33616 -0.95810 3.64421
H 0.88040 -1.82444 2.14335
H 3.72508 3.39844 0.10987
H 4.93814 4.14382 -0.92534
H 1.23240 3.82042 -0.43846
H -0.37878 5.52539 -1.13967
H 0.37979 7.52595 -2.39627
H 2.77877 7.78773 -2.94904
H 4.39991 6.06100 -2.25259
H 3.84497 0.43934 3.80541
H 4.53330 2.64127 4.70943
H 3.43106 4.69823 3.86228
H 1.63418 4.55442 2.17482
C -2.98535 -0.17924 2.88346
Te -1.14667 0.89398 2.82672
C -2.11088 2.70361 2.30426
H -3.29879 -0.37529 1.86152
H -3.71268 0.45831 3.38199
H -2.86729 -1.10631 3.43914
H -2.50347 3.14634 3.21652
H -2.90249 2.48370 1.59461
H -1.36055 3.33741 1.84107
C -1.16938 -3.53458 -3.45219
C -0.67465 -2.29615 -2.69034
C -1.34700 -1.04474 -3.26660
C 0.84328 -2.18591 -2.89582
Si -0.97340 -2.51961 -0.83117
O -0.25507 -1.42787 0.10974
C -2.80004 -2.72407 -0.38075
C -3.89002 -2.64153 -1.24627
C -5.19277 -2.80973 -0.79155
C -5.43480 -3.06966 0.54798
C -4.36627 -3.16514 1.42957
C -3.07107 -2.99618 0.96451
C -0.17740 -4.16386 -0.32193
C 1.16801 -4.19256 0.05302
C 1.79455 -5.37949 0.41097
C 1.08185 -6.57081 0.40128
C -0.25650 -6.56653 0.03208
C -0.87387 -5.37444 -0.32437
H -0.93752 -3.42157 -4.51810
H -2.24957 -3.67306 -3.36301
H -0.68468 -4.44900 -3.10274
H -1.08098 -0.94908 -4.32658
H -1.02439 -0.13736 -2.76009
H -2.43416 -1.07378 -3.19915
H 1.06097 -2.06409 -3.96377
H 1.36323 -3.08435 -2.55148
H 1.26324 -1.33187 -2.36505
H -3.73533 -2.43010 -2.29557
H -6.01973 -2.72630 -1.48618
H -6.44993 -3.19204 0.90563
H -4.54392 -3.36620 2.47977
H -2.24440 -3.07941 1.66398
H 1.72882 -3.26352 0.06050
H 2.83986 -5.37491 0.69740
H 1.56659 -7.49846 0.68151
H -0.82040 -7.49197 0.02523
H -1.92399 -5.38555 -0.59911
F -1.71580 0.74655 -0.42894
B -2.55830 1.82518 -1.04137
F -1.90280 3.02069 -0.81492
F -3.78002 1.76202 -0.37951
F -2.67577 1.51540 -2.37804
```

Calculated values
- ΔE to the lowest compared entry with this formula, charge and spin (kJ/mol) = 62.07
- net charge = -1
- expectation value of S² = 0.76
- spin multiplicity = 2
- highest occupied orbital energy (alpha / beta) (eV) = -5.179 / -5.363

Here are the Mulliken charges for atoms 1 to 8, given in e:
1 Ru -1.62
2 C -1.55
3 C 1.03
4 N 0.15
5 N -0.84
6 C 0.39
7 S -0.45
8 S -0.20


# 4
DFT (wB97M-V/def2-TZVPD) results for 5 unconnected molecules or ions with the total composition C34H39Br2N6O10.

XYZ file:
```
91
C34H39Br2N6O10 wB97M-V/def2-TZVPD
C -2.79555 2.32998 0.59739
C -1.89590 1.39261 -0.13906
Br -2.17910 1.25436 -2.00693
C -0.93747 0.65068 0.40706
Br -0.59634 0.64867 2.24053
N -0.13225 -0.27620 -0.39256
C -0.69851 -1.66946 -0.33241
C 0.09455 -2.65079 -1.19243
O 1.48244 -2.58407 -0.93710
C 1.94438 -1.26328 -1.12411
C 1.35307 -0.32869 -0.07233
C 1.98274 1.05973 -0.07885
C 2.95949 1.30136 1.08138
O 2.71858 2.63434 1.52134
C 4.43213 1.12013 0.67609
N 4.93869 2.08076 -0.28595
H -3.56730 1.77773 1.13883
H -2.22028 2.90566 1.32858
H -3.26905 3.03441 -0.08376
H -0.19603 0.05505 -1.36363
H -0.66983 -1.97177 0.71672
H -1.74060 -1.62527 -0.65613
H -0.23238 -3.65532 -0.91636
H -0.10549 -2.49374 -2.26238
H 1.65587 -0.91388 -2.13068
H 3.03095 -1.24347 -1.08968
H 1.43310 -0.83702 0.89027
H 1.21776 1.83823 -0.01739
H 2.50202 1.21164 -1.03246
H 2.74133 0.60014 1.90073
H 3.22645 2.79562 2.32538
H 5.04140 1.16882 1.58708
H 4.57774 0.11327 0.26732
H 4.63672 3.02315 -0.07485
H 4.66320 1.85273 -1.23227
C -6.37096 1.58043 6.57483
C -5.35915 2.51755 6.40047
C -5.09549 3.03063 5.14081
C -5.86122 2.58710 4.07651
C -6.87166 1.65417 4.22543
C -7.12210 1.14747 5.49042
N -5.60050 3.14025 2.73816
O -4.68428 3.93302 2.61894
O -6.30381 2.77002 1.82178
H -6.58370 1.19530 7.56300
H -4.78000 2.85653 7.24838
H -4.31910 3.76495 4.98701
H -7.45880 1.34273 3.37466
H -7.92228 0.43584 5.63249
C -8.94556 7.03551 5.24049
C -8.13072 5.92225 5.40339
C -8.69276 4.66571 5.55836
C -10.07169 4.55363 5.54425
C -10.90295 5.64610 5.38592
C -10.32710 6.89759 5.23398
N -10.67439 3.21701 5.69503
O -9.91321 2.28049 5.84667
O -11.88031 3.12781 5.65260
H -8.50201 8.01466 5.11868
H -7.05460 6.03205 5.41062
H -8.07550 3.78868 5.68952
H -11.97503 5.51888 5.38156
H -10.95952 7.76550 5.10949
C 6.07456 -4.95486 -2.85734
C 7.02722 -3.99672 -2.53368
C 6.70919 -2.65063 -2.59621
C 5.42901 -2.29320 -2.98430
C 4.46537 -3.22818 -3.31821
C 4.79967 -4.57118 -3.25322
N 5.08127 -0.86654 -3.03264
O 5.94270 -0.06061 -2.76239
O 3.93229 -0.56597 -3.32248
H 6.33176 -6.00472 -2.81236
H 8.02140 -4.30222 -2.23998
H 7.43733 -1.89211 -2.35066
H 3.48103 -2.91208 -3.62878
H 4.06531 -5.32042 -3.51527
C 7.56178 -4.51126 -8.95330
C 8.45831 -4.13183 -7.96280
C 8.48348 -4.80535 -6.75242
C 7.60050 -5.85266 -6.56271
C 6.69803 -6.24825 -7.53292
C 6.68340 -5.56535 -8.73818
N 7.62348 -6.57438 -5.28120
O 8.40781 -6.19770 -4.43335
O 6.84485 -7.49383 -5.13169
H 7.55012 -3.98541 -9.89859
H 9.14281 -3.31258 -8.13355
H 9.17497 -4.52668 -5.97176
H 6.02639 -7.07316 -7.34917
H 5.98784 -5.86007 -9.51162
```

Calculated values
- net charge = +1
- spin multiplicity = 1
- highest occupied orbital energy (eV) = -11.444

Here are the Mulliken charges for atoms 1 to 8, given in e:
1 C -1.43
2 C 1.17
3 Br -0.11
4 C -1.08
5 Br 0.01
6 N 0.61
7 C -0.58
8 C -0.47


# 5
DFT (wB97M-V/def2-TZVPD) results for a molecular structure, C34H39CaCl3FN5O3S.

XYZ file:
```
87
C34H39CaCl3FN5O3S wB97M-V/def2-TZVPD
Ca 0.01715 0.19582 -0.08447
C 3.02734 1.82896 0.64205
C 3.85688 0.80745 -0.12953
C 3.28942 0.22469 -1.40496
C 4.16720 -0.35187 -2.32014
C 3.68577 -0.86452 -3.50747
C 2.32770 -0.77189 -3.77592
C 1.52098 -0.18231 -2.82352
N 1.97848 0.28721 -1.65360
N 1.91556 1.33627 1.49220
C 2.39802 0.38958 2.49911
C 2.59135 -1.01462 2.00339
C 3.52248 -1.84155 2.63202
C 3.71855 -3.12337 2.16352
C 2.98870 -3.54756 1.06139
C 2.07693 -2.67188 0.50922
N 1.85421 -1.43368 0.97457
C 1.43236 2.54206 2.20665
C 0.03595 2.45759 2.74817
C -0.77140 3.59272 2.67649
C -2.03351 3.53940 3.23897
C -2.45482 2.36044 3.84733
C -1.59357 1.27705 3.84313
N -0.37327 1.31562 3.30322
H 2.61085 2.56758 -0.04626
H 3.72181 2.39199 1.28250
H 4.19355 -0.01277 0.50934
H 4.77338 1.32953 -0.41634
H 5.22500 -0.38378 -2.09200
H 4.36150 -1.31629 -4.22224
H 1.90527 -1.13747 -4.70088
H 0.44990 -0.08064 -2.98621
H 1.65403 0.35534 3.29634
H 3.34182 0.74380 2.94109
H 4.09255 -1.45824 3.46846
H 4.44023 -3.77705 2.63622
H 3.12393 -4.53230 0.63710
H 1.49854 -2.96823 -0.35281
H 1.50975 3.40863 1.54955
H 2.10892 2.76065 3.04921
H -0.39855 4.47927 2.17365
H -2.68626 4.40226 3.19746
H -3.43331 2.28051 4.30132
H -1.89120 0.32377 4.26496
C -3.69542 2.24799 -0.12744
C -3.27835 0.79016 0.00717
C -4.39959 -0.06061 0.57323
O -2.13214 0.70160 0.88293
C -2.86618 0.27179 -1.39606
O -3.77317 0.02372 -2.17658
O -1.60643 0.17477 -1.61457
H -4.01375 2.64276 0.84276
H -4.52514 2.32497 -0.82782
H -2.86539 2.85153 -0.49838
H -4.70027 0.31053 1.55643
H -4.07395 -1.09694 0.66497
H -5.24926 -0.03714 -0.10605
H -2.15188 1.44979 1.49262
Cl -1.01244 5.91634 -1.75190
C 0.25090 4.78912 -1.71679
Cl 1.51642 4.89910 -2.83912
Cl 1.59063 5.57402 0.60626
C 0.08630 3.60534 -1.00087
N -0.05636 2.61475 -0.42423
F -5.87451 -3.07947 -3.42673
C -4.62114 -3.05238 -2.94121
C -4.41563 -3.39828 -1.61607
C -3.13184 -3.36069 -1.11896
C -2.03877 -2.97807 -1.93169
C -0.73901 -2.93469 -1.40657
C -2.30938 -2.63394 -3.27626
C -3.58711 -2.67375 -3.78124
H -5.25865 -3.68052 -0.99998
H -2.94346 -3.62473 -0.08560
H 0.10183 -2.68040 -2.04066
H -0.56681 -3.24187 -0.38429
H -1.49227 -2.30732 -3.90696
H -3.80576 -2.38365 -4.79908
C -2.71496 -3.08635 2.73175
S -1.17861 -2.18144 2.45896
C -0.07858 -3.26876 3.38509
H -2.64657 -4.09604 2.32677
H -3.50993 -2.54484 2.22562
H -2.93682 -3.13177 3.79723
H -0.38386 -3.31342 4.42981
H 0.92490 -2.85222 3.32627
H -0.07447 -4.27187 2.95830
```

Calculated values
- ΔE to the lowest compared entry with this formula, charge and spin (kJ/mol) = 67.10
- spin multiplicity = 1
- highest occupied orbital energy (alpha / beta) (eV) = -7.344 / -7.251

Here are the Mulliken charges for atoms 1 to 8, given in e:
1 Ca 2.08
2 C -1.39
3 C -0.88
4 C 0.65
5 C -1.13
6 C -0.44
7 C -0.94
8 C -0.73


no.,strongest force on any atom (eV/A),energy (eV)
1,0.77,-100749.37843
2,3.14,-285341.01185
3,0.74,-93946.72687
4,0.40,-205373.69063
5,0.57,-119045.36689